Record 1
Computed, not measured: the molecule C3H4N2O in a non-equilibrium geometry, with the ωB97M-V functional and the def2-TZVPD basis.

Atoms and positions in Å:
N (1.3537, -0.9311, -0.5337)
C (0.1859, -0.1074, -0.1284)
C (0.1669, 0.8178, 1.1865)
H (0.0664, 0.2098, 2.0504)
O (-0.3927, -1.4222, -1.8011)
H (-1.6386, 0.2126, -0.9833)
N (0.9463, -1.5979, -1.4326)
H (-0.7849, 1.3728, 1.2662)
H (0.7792, 1.7478, 1.4184)
C (-0.6822, -0.3023, -1.0424)

Properties
- Highest occupied orbital energy: -10.5 eV
- Maximum force: 6.9 eV/A
- SMILES: Cc1conn1
- ΔE to the lowest compared entry with this formula, charge and spin: 3.7956 eV

Computed natural (NBO) charges, given in elementary charges: N -0.155; C 0.025; C -0.658; H 0.229; O -0.297; H 0.223; N 0.115; H 0.224; H 0.245; C 0.050

=====

Record 2
Computed, not measured: a structure of composition C14H27CoN2O in a non-equilibrium geometry, with the ωB97M-V functional and the def2-TZVPD basis.

Atoms and positions in Å:
C (-0.7967, 0.2266, -3.1921)
C (-1.5409, -1.0849, -1.0703)
Co (0.0518, -0.0821, 0.0118)
H (-3.3185, -0.5599, -0.0123)
H (-1.7299, 0.7971, -3.0698)
H (1.9501, -1.8541, -3.3222)
H (2.1490, -0.1762, -2.7978)
C (1.9590, -1.1976, -2.4383)
C (1.3553, 2.1175, -0.8773)
H (-3.5919, -1.4828, -1.4995)
H (2.4654, -2.6939, -0.0898)
C (0.6620, 4.3093, -2.0227)
H (1.0524, 1.2725, -0.1515)
N (1.2293, 0.1512, 3.8032)
H (-0.6427, 2.6756, -1.4928)
H (1.3184, -4.0363, -0.1455)
C (0.6841, -1.2902, -1.6796)
C (0.4537, -2.1187, -0.5310)
H (1.3349, -2.9403, 1.2319)
H (-3.1466, 0.2335, -1.5845)
H (2.1496, 0.2553, 3.4058)
C (-1.5922, -2.7166, 0.9521)
O (0.2603, 0.7209, 1.8238)
C (0.1492, 0.3535, 3.0218)
H (0.0258, 0.9458, -3.3421)
H (-0.1994, 4.9657, -2.1825)
H (1.1011, -0.1428, 4.7674)
C (0.2656, 3.1540, -1.0968)
H (-0.8859, -0.3714, -4.1152)
C (-0.9242, -2.0043, -0.1644)
H (-1.8996, 0.3056, 3.0645)
C (-0.5528, -0.6513, -2.0154)
H (-1.1028, -0.0597, 4.5944)
H (1.4681, 4.9029, -1.5796)
C (-2.9694, -0.7013, -1.0432)
H (-0.0105, 3.5614, -0.1148)
C (1.4402, -2.9862, 0.1436)
N (-1.0595, 0.1431, 3.6074)
H (-1.9573, -3.7087, 0.6487)
H (2.8088, -1.4950, -1.8100)
H (1.7122, 1.7285, -1.8428)
H (2.2208, 2.5937, -0.3968)
H (-2.4538, -2.1467, 1.3204)
H (-0.9018, -2.8591, 1.7927)
H (1.0084, 3.9387, -2.9929)

Properties
- Highest occupied orbital energy (spin up / spin down): -15.7 / -17.1 eV
- Maximum force: 2.1 eV/A
- Charge: +2
- ΔE to the lowest compared entry with this formula, charge and spin: 0.0000 eV
- Spin multiplicity: 5

Computed natural (NBO) charges, given in elementary charges: C -0.667; C 0.071; Co 1.477; H 0.242; H 0.247; H 0.280; H 0.248; C -0.669; C -0.517; H 0.283; H 0.249; C -0.607; H 0.048; N -0.777; H 0.185; H 0.284; C -0.023; C -0.035; H 0.243; H 0.251; H 0.433; C -0.662; O -0.824; C 0.813; H 0.248; H 0.241; H 0.426; C -0.417; H 0.277; C -0.107; H 0.425; C -0.085; H 0.426; H 0.227; C -0.690; H 0.219; C -0.670; N -0.791; H 0.282; H 0.246; H 0.216; H 0.260; H 0.239; H 0.242; H 0.210